C34H38BrMnN4O2 | the ωB97M-V functional and the def2-TZVPD basis

⟨S²⟩ ... 8.757
HOMO level (spin up / spin down) ... -9.9983 / -10.0047 eV
Strongest force on any atom ... 1.22 eV/A
Multiplicity ... 6
Total charge ... +1

CARTESIAN COORDINATES (ANGSTROEM)
1 Mn -0.31 -0.03 -0.10
2 O -0.99 -2.90 3.12
3 C -0.58 -2.12 4.16
4 C -0.44 -2.69 5.41
5 C 0.01 -1.92 6.47
6 C 0.34 -0.58 6.27
7 C 0.18 -0.01 5.02
8 C -0.31 -0.76 3.96
9 C -0.60 -0.24 2.57
10 O 0.08 -0.94 1.57
11 N -0.18 1.18 2.52
12 N -0.38 1.72 1.21
13 C 0.57 2.52 0.90
14 C 0.71 3.14 -0.41
15 Br 0.40 1.95 -1.89
16 C 1.16 4.37 -0.66
17 C 1.43 5.39 0.36
18 C 2.45 6.31 0.12
19 C 2.77 7.26 1.07
20 C 2.05 7.33 2.26
21 C 1.01 6.44 2.49
22 C 0.70 5.48 1.54
23 H -0.65 -2.49 2.30
24 H -0.67 -3.74 5.54
25 H 0.12 -2.36 7.45
26 H 0.72 0.01 7.09
27 H 0.46 1.02 4.88
28 H -1.69 -0.32 2.38
29 H -0.72 1.75 3.17
30 H 1.34 2.76 1.64
31 H 1.35 4.65 -1.69
32 H 3.01 6.26 -0.80
33 H 3.57 7.97 0.88
34 H 2.29 8.09 2.99
35 H 0.43 6.51 3.40
36 H -0.15 4.83 1.71
37 C 0.96 -5.93 -4.25
38 C -0.41 -5.27 -4.03
39 C -0.99 -4.86 -5.39
40 C -1.34 -6.28 -3.35
41 C -0.30 -4.03 -3.15
42 C 0.89 -3.58 -2.61
43 C 0.89 -2.44 -1.82
44 N -0.21 -1.74 -1.55
45 C -1.38 -2.17 -2.05
46 C -1.45 -3.30 -2.84
47 C -2.57 -1.36 -1.67
48 C -3.85 -1.66 -2.10
49 C -4.94 -0.88 -1.72
50 C -4.66 0.21 -0.89
51 C -3.36 0.45 -0.49
52 N -2.33 -0.32 -0.86
53 C -6.36 -1.17 -2.15
54 C -6.92 0.07 -2.88
55 C -7.21 -1.45 -0.90
56 C -6.45 -2.37 -3.09
57 H 0.83 -6.80 -4.89
58 H 1.40 -6.27 -3.32
59 H 1.66 -5.25 -4.75
60 H -1.06 -5.74 -6.04
61 H -0.36 -4.13 -5.89
62 H -1.99 -4.45 -5.30
63 H -1.41 -7.18 -3.96
64 H -2.35 -5.89 -3.22
65 H -0.95 -6.57 -2.37
66 H 1.83 -4.09 -2.79
67 H 1.82 -2.08 -1.38
68 H -2.40 -3.62 -3.23
69 H -4.01 -2.51 -2.75
70 H -5.44 0.87 -0.54
71 H -3.12 1.28 0.16
72 H -6.95 0.94 -2.23
73 H -7.94 -0.13 -3.21
74 H -6.32 0.31 -3.76
75 H -7.20 -0.61 -0.21
76 H -6.84 -2.33 -0.37
77 H -8.24 -1.64 -1.19
78 H -5.87 -2.21 -4.00
79 H -7.49 -2.52 -3.38
80 H -6.11 -3.29 -2.61

C34H38Cl2EuN5O2S2Si2 | the ωB97M-V functional and the def2-TZVPD basis

⟨S²⟩ ... 12.012
HOMO level (spin up / spin down) ... -1.0476 / -1.0355 eV
Strongest force on any atom ... 3.32 eV/A
Multiplicity ... 7
Total charge ... -2

CARTESIAN COORDINATES (ANGSTROEM)
1 Eu 0.79 -0.05 -0.56
2 Cl 1.88 -5.60 3.96
3 C 1.34 -4.68 2.59
4 C 2.04 -3.54 2.19
5 C 1.58 -2.74 1.15
6 N 2.11 -1.50 0.76
7 C 3.40 -1.23 1.01
8 O 4.26 -1.97 1.51
9 C 3.79 0.19 0.84
10 C 5.12 0.56 0.98
11 C 5.48 1.88 0.79
12 C 4.54 2.85 0.41
13 C 3.27 2.38 0.18
14 N 2.91 1.10 0.39
15 C 0.41 -3.19 0.47
16 C -0.30 -4.34 0.90
17 C 0.21 -5.06 1.95
18 Cl -0.62 -6.55 2.32
19 N 0.04 -2.38 -0.62
20 C -0.81 -2.89 -1.56
21 O -1.39 -4.00 -1.61
22 C -1.11 -1.89 -2.68
23 C -1.99 -2.15 -3.71
24 C -2.29 -1.10 -4.52
25 C -1.85 0.17 -4.25
26 C -1.00 0.40 -3.17
27 N -0.63 -0.64 -2.43
28 H 2.96 -3.32 2.69
29 H 5.80 -0.23 1.14
30 H 6.60 2.17 0.83
31 H 4.75 3.92 0.26
32 H 2.45 3.05 -0.15
33 H -1.17 -4.70 0.36
34 H -2.42 -3.15 -3.75
35 H -3.01 -1.28 -5.32
36 H -2.08 0.99 -4.96
37 H -0.65 1.40 -2.86
38 C -3.18 1.28 -0.41
39 Si -2.75 0.19 1.05
40 C -3.08 -1.60 0.58
41 C -4.13 0.75 2.23
42 C -1.00 0.49 1.70
43 C -0.63 1.88 1.40
44 C -0.36 2.96 2.26
45 C -0.22 4.21 1.78
46 C -0.16 4.47 0.37
47 C -0.13 3.38 -0.42
48 N -0.36 2.15 0.09
49 Si -0.59 -0.05 3.43
50 C -1.37 0.91 4.81
51 C -1.31 -1.77 3.71
52 C 1.23 -0.17 3.81
53 H -4.24 1.16 -0.57
54 H -2.64 0.96 -1.31
55 H -3.12 2.31 -0.29
56 H -4.19 -1.71 0.62
57 H -2.69 -2.31 1.29
58 H -2.67 -1.78 -0.44
59 H -5.09 0.67 1.78
60 H -4.02 1.83 2.57
61 H -4.24 0.25 3.17
62 H -0.40 2.77 3.33
63 H -0.19 5.14 2.38
64 H -0.06 5.49 -0.01
65 H -0.08 3.42 -1.53
66 H -2.35 1.26 4.39
67 H -0.77 1.76 5.19
68 H -1.63 0.20 5.65
69 H -2.35 -1.65 3.89
70 H -0.98 -2.28 4.60
71 H -1.06 -2.47 2.89
72 H 1.71 0.72 3.38
73 H 1.58 -1.13 3.40
74 H 1.33 -0.21 4.90
75 C 0.20 1.84 -6.21
76 C 0.59 2.11 -4.78
77 S 0.09 3.65 -4.06
78 C 1.32 1.13 -4.18
79 C 1.71 -0.16 -4.77
80 S 2.01 1.41 -2.62
81 H 1.14 1.77 -6.76
82 H -0.39 2.67 -6.57
83 H -0.31 0.87 -6.38
84 H 2.50 -0.08 -5.51
85 H 0.86 -0.68 -5.28
86 H 2.08 -0.92 -4.11

C34H38N6O | the ωB97M-V functional and the def2-TZVPD basis

⟨S²⟩ ... 0.762
HOMO level (spin up / spin down) ... -0.1378 / -4.8467 eV
Strongest force on any atom ... 3.48 eV/A
Energy relative to the best compared isomer or geometry (same formula, charge and spin) ... 0.0 kcal per mole
Multiplicity ... 2
Total charge ... -1

CARTESIAN COORDINATES (ANGSTROEM)
1 N -15.13 -16.70 -2.03
2 C -15.38 -16.41 -3.35
3 C -15.29 -17.41 -4.33
4 C -14.60 -18.61 -4.04
5 C -14.30 -18.92 -2.70
6 C -14.64 -17.92 -1.74
7 H -15.82 -15.46 -3.62
8 H -15.70 -17.12 -5.28
9 H -14.48 -19.33 -4.85
10 H -13.93 -19.87 -2.34
11 H -14.44 -18.16 -0.70
12 N -16.52 -20.71 -0.95
13 C -17.11 -20.62 0.29
14 C -18.46 -20.64 0.52
15 C -19.27 -20.61 -0.66
16 C -18.77 -20.65 -1.99
17 C -17.36 -20.76 -2.07
18 H -16.40 -20.65 1.11
19 H -18.99 -20.57 1.46
20 H -20.34 -20.70 -0.64
21 H -19.40 -20.53 -2.86
22 H -16.83 -20.95 -2.99
23 N -12.66 -18.69 6.85
24 C -12.57 -18.52 5.47
25 C -11.77 -17.51 4.90
26 C -11.25 -16.54 5.70
27 C -11.48 -16.62 7.10
28 C -12.12 -17.72 7.64
29 H -13.00 -19.35 4.92
30 H -11.53 -17.48 3.85
31 H -10.66 -15.68 5.39
32 H -11.03 -15.85 7.71
33 H -12.08 -18.00 8.69
34 N -10.74 -20.63 -3.39
35 C -9.64 -19.92 -3.72
36 C -9.32 -19.34 -4.93
37 C -10.38 -19.42 -5.88
38 C -11.54 -20.21 -5.60
39 C -11.70 -20.76 -4.31
40 H -8.96 -19.66 -2.93
41 H -8.41 -18.81 -5.15
42 H -10.29 -18.82 -6.77
43 H -12.35 -20.22 -6.31
44 H -12.64 -21.26 -4.11
45 N -11.68 -25.88 -3.38
46 C -10.81 -24.81 -3.42
47 C -10.84 -23.90 -2.33
48 C -11.58 -24.26 -1.16
49 C -12.43 -25.32 -1.22
50 C -12.44 -26.11 -2.33
51 H -10.17 -24.77 -4.29
52 H -10.27 -22.98 -2.28
53 H -11.42 -23.64 -0.29
54 H -13.08 -25.47 -0.38
55 H -13.06 -26.99 -2.29
56 N -11.96 -19.68 2.16
57 C -13.18 -19.82 1.49
58 C -13.26 -20.42 0.20
59 C -12.05 -20.87 -0.35
60 C -10.87 -20.74 0.34
61 C -10.86 -20.21 1.59
62 H -14.04 -19.36 1.95
63 H -14.13 -20.53 -0.42
64 H -12.18 -21.29 -1.33
65 H -9.89 -21.03 -0.03
66 H -9.89 -20.07 2.04
67 C -11.99 -23.01 4.15
68 C -11.99 -23.19 2.63
69 C -12.53 -24.62 2.50
70 O -12.06 -25.33 3.61
71 C -11.79 -24.44 4.69
72 H -12.97 -22.67 4.45
73 H -11.29 -22.22 4.42
74 H -10.98 -23.25 2.23
75 H -12.65 -22.47 2.14
76 H -12.23 -25.10 1.57
77 H -13.62 -24.69 2.59
78 H -10.79 -24.67 5.03
79 H -12.57 -24.53 5.45

C34H39AsF9MnN2OP | the ωB97M-V functional and the def2-TZVPD basis

⟨S²⟩ ... 6.412
HOMO level (spin up / spin down) ... -17.3598 / -17.6817 eV
Strongest force on any atom ... 1.31 eV/A
Energy relative to the best compared isomer or geometry (same formula, charge and spin) ... 0.0 kcal per mole
Multiplicity ... 5
Total charge ... +3

CARTESIAN COORDINATES (ANGSTROEM)
1 Mn -0.66 -0.41 -0.05
2 C -2.31 -1.59 3.96
3 C -2.16 -0.09 3.72
4 As -2.30 0.43 1.86
5 C -2.37 2.38 1.89
6 C -3.56 2.91 2.70
7 C -4.11 -0.05 1.33
8 C -4.25 -1.43 0.67
9 H -2.21 -1.80 5.02
10 H -1.53 -2.16 3.44
11 H -3.28 -1.96 3.64
12 H -1.21 0.29 4.09
13 H -2.95 0.48 4.20
14 H -2.43 2.69 0.85
15 H -1.43 2.74 2.31
16 H -4.51 2.49 2.36
17 H -3.62 3.99 2.57
18 H -3.45 2.71 3.76
19 H -4.46 0.73 0.66
20 H -4.71 0.00 2.24
21 H -3.67 -1.50 -0.25
22 H -5.29 -1.62 0.41
23 H -3.93 -2.23 1.34
24 F 7.30 -3.85 -1.58
25 C 7.30 -2.62 -1.07
26 F 7.97 -2.64 0.08
27 F 7.94 -1.81 -1.91
28 C 5.89 -2.12 -0.83
29 C 5.72 -0.80 -0.44
30 C 4.45 -0.32 -0.15
31 C 3.37 -1.20 -0.27
32 C 3.53 -2.52 -0.68
33 C 4.81 -2.98 -0.96
34 P 1.77 -0.55 0.22
35 C 1.39 0.94 -0.66
36 C 0.44 1.83 -0.11
37 C -0.06 2.89 -0.88
38 C 0.39 3.04 -2.17
39 C 1.33 2.16 -2.73
40 C 1.82 1.11 -1.99
41 C -0.17 4.20 -2.99
42 F 0.25 4.15 -4.25
43 F 0.20 5.36 -2.45
44 F -1.51 4.13 -2.98
45 C 1.72 -0.22 1.98
46 C 1.41 -1.31 2.81
47 C 1.37 -1.15 4.18
48 C 1.63 0.10 4.72
49 C 1.97 1.17 3.92
50 C 2.02 1.02 2.54
51 C 1.45 0.35 6.21
52 F 0.40 1.18 6.37
53 F 1.19 -0.78 6.87
54 F 2.52 0.93 6.73
55 H 6.57 -0.14 -0.36
56 H 4.32 0.71 0.16
57 H 2.69 -3.19 -0.78
58 H 4.97 -4.00 -1.28
59 H 0.19 1.78 0.94
60 H -0.76 3.60 -0.46
61 H 1.68 2.32 -3.74
62 H 2.53 0.42 -2.43
63 H 1.23 -2.29 2.38
64 H 1.15 -1.99 4.83
65 H 2.21 2.13 4.36
66 H 2.31 1.86 1.92
67 O -1.58 0.00 -1.69
68 C -2.37 -0.04 -2.68
69 C -2.63 1.18 -3.50
70 C -1.97 0.87 -4.88
71 C -0.80 -0.16 -4.87
72 C -1.21 -1.65 -4.91
73 C -1.79 -2.18 -3.59
74 N -2.82 -1.19 -3.15
75 H -2.19 2.05 -3.01
76 H -3.70 1.36 -3.61
77 H -1.60 1.82 -5.28
78 H -2.73 0.52 -5.57
79 H -0.14 0.03 -4.01
80 H -0.20 0.04 -5.75
81 H -0.35 -2.26 -5.19
82 H -1.96 -1.79 -5.69
83 H -1.03 -2.24 -2.82
84 H -2.24 -3.16 -3.71
85 H -3.54 -1.08 -3.86
86 N -1.23 -3.38 0.65
87 C -0.98 -2.29 0.44
88 H -1.45 -4.34 0.85